[1]
92
Properties=species:S:1:pos:R:3:lowdin_charge:R:1 method="wB97M-V/def2-TZVPD" orbital_gap_ha="0.278 / 0.141" spin_multiplicity=5 total_charge=+3 e_above_lowest_kj_mol=0.0 s2=6.045
Pt 0.060 -0.236 -0.072 0.603
C -2.649 -0.681 2.049 -0.389
C -2.064 0.157 3.183 -0.365
As -0.600 1.395 2.736 1.392
C 1.079 0.462 2.901 -0.444
C 2.058 0.651 1.922 -0.172
C 3.286 0.011 2.049 -0.047
C 3.531 -0.793 3.153 -0.029
C 2.556 -0.965 4.132 -0.040
C 1.320 -0.352 4.006 -0.092
C -0.617 2.727 4.055 -0.369
C -1.828 3.302 4.507 -0.076
C -1.796 4.295 5.453 -0.024
C -0.563 4.764 5.928 0.022
C 0.643 4.237 5.452 -0.021
C 0.624 3.243 4.506 -0.066
As -1.372 -1.812 1.091 1.190
C -2.367 -3.026 -0.001 -0.384
C -3.565 -3.548 0.481 -0.083
C -4.249 -4.489 -0.275 -0.039
C -3.733 -4.910 -1.495 -0.035
C -2.533 -4.394 -1.966 -0.051
C -1.844 -3.449 -1.218 -0.134
C -0.452 -2.844 2.416 -0.385
C 0.842 -3.285 2.160 -0.119
C 1.476 -4.119 3.068 -0.055
C 0.824 -4.497 4.234 -0.035
C -0.464 -4.046 4.495 -0.040
C -1.110 -3.224 3.583 -0.099
H -3.133 -0.064 1.291 0.075
H -3.418 -1.338 2.461 0.078
H -1.674 -0.471 3.987 0.070
H -2.853 0.778 3.607 0.075
H 1.903 1.348 1.102 0.090
H 4.056 0.170 1.305 0.124
H 4.494 -1.275 3.265 0.127
H 2.763 -1.576 5.000 0.127
H 0.574 -0.493 4.779 0.117
H -2.780 2.957 4.124 0.108
H -2.714 4.726 5.829 0.130
H -0.546 5.554 6.667 0.134
H 1.582 4.618 5.829 0.130
H 1.550 2.826 4.132 0.111
H -3.970 -3.247 1.439 0.102
H -5.178 -4.901 0.093 0.124
H -4.266 -5.649 -2.077 0.125
H -2.130 -4.731 -2.911 0.120
H -0.910 -3.045 -1.592 0.077
H 1.367 -2.977 1.262 0.079
H 2.478 -4.474 2.867 0.122
H 1.317 -5.152 4.940 0.125
H -0.974 -4.351 5.399 0.123
H -2.128 -2.909 3.786 0.107
Se -1.234 1.615 -1.201 0.884
C -2.662 1.053 -2.219 -0.619
C -3.475 2.081 -2.758 -0.097
C -4.565 1.745 -3.526 -0.025
C -4.857 0.400 -3.768 0.011
C -4.051 -0.618 -3.244 -0.027
C -2.959 -0.300 -2.474 -0.097
H -3.235 3.119 -2.566 0.112
H -5.193 2.518 -3.944 0.131
H -5.716 0.142 -4.373 0.132
H -4.284 -1.654 -3.450 0.123
H -2.321 -1.074 -2.077 0.064
C 0.648 1.231 -6.141 -0.059
C 1.990 0.519 -6.097 -0.190
N 3.011 1.260 -5.363 -0.044
C 3.644 2.428 -6.002 -0.169
C 3.176 3.747 -5.407 -0.061
C 3.453 0.918 -4.146 -0.449
O 4.342 1.478 -3.530 0.104
C 2.791 -0.235 -3.417 -0.093
C 3.306 -1.525 -3.431 0.056
C 2.777 -2.475 -2.570 0.005
C 1.780 -2.105 -1.692 -0.128
N 1.292 -0.853 -1.668 -0.126
C 1.772 0.056 -2.530 -0.071
H -0.066 0.658 -6.732 0.083
H 0.741 2.218 -6.594 0.076
H 0.240 1.360 -5.134 0.062
H 2.363 0.358 -7.111 0.132
H 1.885 -0.471 -5.654 0.112
H 3.410 2.373 -7.065 0.127
H 4.723 2.325 -5.890 0.130
H 2.096 3.864 -5.511 0.066
H 3.652 4.578 -5.926 0.088
H 3.447 3.809 -4.354 0.072
H 4.118 -1.779 -4.100 0.151
H 3.143 -3.492 -2.558 0.131
H 1.357 -2.808 -0.988 0.090
H 1.355 1.055 -2.482 0.096

---

[2]
102
Properties=species:S:1:pos:R:3:lowdin_charge:R:1 method="wB97M-V/def2-TZVPD" orbital_gap_ha=0.246 total_charge=-1 e_above_lowest_kj_mol=85.0
Cd 0.200 0.352 0.060 1.477
C -1.306 2.699 4.176 -0.052
O -2.142 1.586 3.792 0.017
C -1.528 1.031 2.735 -0.365
N -0.530 1.608 2.220 0.149
C -0.276 2.809 3.031 -0.220
C 1.142 2.952 3.528 -0.164
C 2.158 2.078 3.167 -0.013
C 3.455 2.291 3.614 -0.064
C 3.751 3.376 4.424 -0.098
C 2.736 4.246 4.800 -0.093
C 1.442 4.032 4.355 -0.047
C -2.077 -0.261 2.277 -0.198
C -2.963 -0.987 3.055 0.030
C -3.345 -2.239 2.613 -0.017
C -2.830 -2.724 1.423 0.030
C -1.957 -1.918 0.711 -0.162
N -1.606 -0.704 1.119 0.124
C -1.343 -2.365 -0.554 -0.328
N -0.484 -1.715 -1.208 0.115
C -0.225 -2.482 -2.447 -0.221
C -0.861 -3.841 -2.130 -0.072
O -1.754 -3.561 -1.028 0.017
C 1.220 -2.501 -2.911 -0.174
C 1.809 -1.302 -3.308 -0.037
C 3.096 -1.276 -3.813 -0.073
C 3.819 -2.453 -3.940 -0.096
C 3.245 -3.649 -3.549 -0.085
C 1.954 -3.672 -3.036 -0.038
H -0.838 2.453 5.129 0.130
H -1.943 3.577 4.273 0.125
H -0.491 3.674 2.399 0.096
H 1.920 1.198 2.586 0.084
H 4.235 1.594 3.336 0.098
H 4.764 3.538 4.772 0.095
H 2.953 5.092 5.442 0.095
H 0.657 4.724 4.644 0.116
H -3.290 -0.582 4.000 0.131
H -4.012 -2.848 3.208 0.115
H -3.073 -3.708 1.051 0.120
H -0.799 -1.982 -3.233 0.145
H -0.141 -4.580 -1.782 0.116
H -1.450 -4.246 -2.948 0.131
H 1.261 -0.379 -3.207 0.097
H 3.541 -0.329 -4.090 0.107
H 4.832 -2.434 -4.321 0.099
H 3.805 -4.572 -3.622 0.099
H 1.542 -4.624 -2.730 0.098
C -3.259 4.028 -1.827 -0.052
C -2.991 3.601 -0.378 -0.355
C -3.297 2.118 -0.200 -0.064
C -1.648 4.118 0.146 -0.132
C -1.738 5.262 0.934 -0.062
C -0.610 5.906 1.421 -0.096
C 0.629 5.403 1.088 -0.074
C 0.782 4.273 0.280 -0.141
C 2.242 3.982 -0.083 -0.350
C 2.779 5.021 -1.080 -0.065
C 2.618 2.588 -0.560 -0.089
C -0.366 3.592 -0.169 -0.227
N -0.268 2.420 -0.966 -0.023
C -0.272 2.690 -2.306 -0.289
C -0.033 3.958 -2.889 -0.046
C -0.047 4.167 -4.259 -0.110
C -0.317 3.137 -5.149 -0.123
C -0.614 1.886 -4.618 -0.040
C -0.602 1.712 -3.258 -0.258
F -1.009 0.512 -2.770 0.002
H -4.328 3.941 -2.040 0.075
H -2.722 3.403 -2.539 0.067
H -2.958 5.063 -2.000 0.082
H -3.731 4.130 0.232 0.115
H -2.580 1.494 -0.726 0.046
H -4.295 1.908 -0.596 0.079
H -3.297 1.844 0.855 0.063
H -2.721 5.656 1.171 0.106
H -0.701 6.783 2.050 0.098
H 1.523 5.895 1.458 0.117
H 2.786 4.149 0.855 0.124
H 2.415 4.816 -2.088 0.064
H 3.870 4.975 -1.103 0.077
H 2.486 6.037 -0.808 0.072
H 2.323 1.816 0.142 0.010
H 3.706 2.529 -0.659 0.091
H 2.184 2.350 -1.531 0.070
H 0.148 4.799 -2.236 0.106
H 0.157 5.163 -4.635 0.096
H -0.316 3.298 -6.218 0.087
H -0.881 1.045 -5.246 0.112
F -0.446 -2.343 3.811 0.116
B 0.459 -1.281 3.981 -1.249
F 0.765 -0.739 2.699 0.046
F -0.158 -0.259 4.740 0.115
F 1.633 -1.711 4.595 0.121
C 3.569 -1.349 1.829 -0.122
S 2.797 -1.569 0.238 0.418
O 3.854 -1.943 -0.674 -0.329
O 1.713 -2.518 0.391 -0.341
O 2.265 -0.195 -0.120 -0.521
H 4.490 -1.926 1.811 0.060
H 2.899 -1.689 2.613 0.043
H 3.789 -0.293 1.965 0.042

---

[3]
106
Properties=species:S:1:pos:R:3:lowdin_charge:R:1 method="wB97M-V/def2-TZVPD" orbital_gap_ha=0.220 total_charge=+1 e_above_lowest_kj_mol=69.0
Cs 0.395 -0.176 1.066 1.094
C -4.961 -2.273 1.816 -0.029
C -3.704 -1.524 1.472 -0.247
N -2.558 -2.079 1.339 0.091
N -2.501 -3.416 1.623 -0.040
C -1.450 -4.195 1.254 -0.907
N -1.493 -5.432 1.826 0.075
S -0.283 -3.769 0.166 0.621
C -3.766 -0.043 1.290 -0.238
C -4.872 0.682 1.717 -0.019
C -4.871 2.061 1.552 -0.059
C -3.775 2.661 0.975 -0.061
C -2.703 1.862 0.596 -0.161
N -2.701 0.545 0.742 0.064
H -4.993 -3.233 1.298 0.084
H -5.848 -1.724 1.516 0.073
H -5.040 -2.459 2.892 0.100
H -3.249 -3.838 2.153 0.125
H -1.929 -5.547 2.727 0.099
H -0.705 -6.024 1.627 0.083
H -5.714 0.200 2.191 0.102
H -5.714 2.651 1.888 0.111
H -3.720 3.734 0.848 0.110
H -1.804 2.295 0.174 0.101
C 4.118 0.552 -6.353 -0.062
C 3.382 1.743 -5.762 -0.197
N 2.389 1.355 -4.763 -0.048
C 2.736 1.406 -3.433 0.034
C 1.954 1.001 -2.416 -0.037
C 2.370 1.086 -0.954 -0.787
O 3.125 0.187 -0.546 -0.043
O 1.817 2.003 -0.304 -0.131
C 0.661 0.427 -2.693 -0.318
O -0.087 -0.027 -1.829 -0.061
C 0.285 0.401 -4.119 -0.037
C -0.970 -0.105 -4.465 0.090
C -1.327 -0.169 -5.778 -0.189
F -2.537 -0.699 -6.123 0.041
C -0.482 0.267 -6.804 -0.166
C 0.754 0.779 -6.466 0.061
C 1.163 0.847 -5.121 -0.125
N -0.835 0.178 -8.180 -0.104
C -0.160 -0.786 -9.011 -0.139
C -1.022 -2.018 -9.255 -0.075
N -2.316 -1.556 -9.884 0.059
C -3.055 -0.574 -9.001 -0.083
C -2.125 0.589 -8.673 -0.134
H 4.854 0.885 -7.085 0.080
H 3.433 -0.139 -6.846 0.062
H 4.640 -0.001 -5.571 0.085
H 2.897 2.343 -6.533 0.114
H 4.082 2.411 -5.262 0.121
H 3.723 1.811 -3.245 0.148
H -1.623 -0.458 -3.676 0.144
H 1.390 1.134 -7.264 0.117
H 0.770 -1.095 -8.538 0.138
H 0.106 -0.340 -9.980 0.136
H -1.293 -2.512 -8.323 0.143
H -0.565 -2.731 -9.940 0.137
H -2.915 -2.356 -10.085 0.182
H -2.107 -1.115 -10.782 0.180
H -3.339 -1.129 -8.113 0.121
H -3.941 -0.256 -9.549 0.138
H -2.618 1.229 -7.945 0.146
H -1.984 1.191 -9.582 0.134
C 2.880 -3.083 1.977 -0.071
O 2.151 -2.227 2.847 -0.141
C 2.477 -2.221 4.156 -0.203
C 3.377 -3.083 4.748 -0.049
C 3.657 -2.949 6.109 -0.686
Br 4.900 -4.131 6.904 0.753
C 3.068 -1.971 6.864 -0.088
C 2.144 -1.096 6.272 -0.066
C 1.823 -1.231 4.923 -0.177
O 0.926 -0.467 4.274 -0.002
C 1.521 -0.028 7.053 -0.233
N 0.884 0.993 6.526 0.129
C 0.423 1.749 7.597 -0.204
C -0.324 2.926 7.605 -0.012
C -0.633 3.468 8.837 -0.082
C -0.218 2.862 10.033 -0.088
C 0.516 1.691 10.037 -0.019
C 0.823 1.152 8.793 -0.180
N 1.525 0.019 8.415 0.180
H 3.956 -2.957 2.116 0.104
H 2.618 -2.777 0.968 0.073
H 2.594 -4.126 2.126 0.096
H 3.869 -3.851 4.173 0.103
H 3.345 -1.867 7.904 0.100
H 0.498 0.148 4.911 0.054
H -0.663 3.369 6.678 0.085
H -1.214 4.379 8.885 0.103
H -0.483 3.321 10.976 0.103
H 0.831 1.225 10.961 0.110
H 1.901 -0.681 9.029 0.157
S -1.531 2.147 3.980 0.620
C -0.123 2.774 3.331 -0.872
N 1.048 2.671 4.045 0.064
C 2.248 3.078 3.579 -0.049
C 2.321 3.652 2.354 -0.034
C 1.101 3.771 1.655 -0.131
N -0.061 3.373 2.108 0.075
H 0.986 2.181 4.939 0.074
H 3.093 2.903 4.230 0.136
H 3.257 3.962 1.920 0.112
H 1.101 4.211 0.665 0.113